No. 1
Molecular formula: C27H52N4O3SSi2Zn
Method: DFT, the ωB97M-V functional and the def2-TZVPD basis

Structure (XYZ):
```
90
Properties=species:S:1:pos:R:3:nbo_charge:R:1
Zn -0.2895 -0.4882 0.7354 1.2570
C -3.3152 3.3161 -0.4014 -0.4140
N -2.4668 2.7337 0.6244 -0.4120
C -3.1066 2.4730 1.9061 -0.4209
C -1.2401 2.2505 0.3848 0.6751
O -0.5474 1.7317 1.2659 -0.7141
C -0.6873 2.3678 -1.0337 -0.1561
O 0.4588 1.5899 -1.2219 -0.5065
C 1.6562 2.0665 -0.6777 -0.1588
C 2.2902 1.0351 0.2484 0.7153
O 1.7251 -0.0089 0.5608 -0.7110
N 3.5217 1.3159 0.7160 -0.4186
C 4.1610 0.4007 1.6492 -0.4157
C 4.2660 2.5193 0.3998 -0.4084
H -3.9148 4.1052 0.0515 0.2090
H -2.7250 3.7647 -1.1959 0.2070
H -3.9844 2.5678 -0.8317 0.2190
H -3.4265 3.4112 2.3619 0.1971
H -3.9810 1.8358 1.7558 0.2068
H -2.4042 1.9675 2.5602 0.2542
H -1.4236 1.9940 -1.7436 0.2297
H -0.4995 3.4261 -1.2617 0.1851
H 2.3483 2.2519 -1.5051 0.2099
H 1.5192 3.0018 -0.1247 0.1991
H 3.4309 -0.3180 2.0050 0.2554
H 4.9803 -0.1331 1.1620 0.1960
H 4.5598 0.9655 2.4931 0.1978
H 3.9482 2.9550 -0.5428 0.2117
H 4.1646 3.2691 1.1892 0.2010
H 5.3226 2.2662 0.3064 0.2059
C -1.9930 -1.1682 3.9688 -1.0857
Si -0.9991 -1.9112 2.5271 0.6773
C 0.1718 -3.1694 3.3349 -1.0888
C -2.2870 -2.9523 1.5581 -0.4132
C -2.9079 -4.0168 2.2256 -0.2074
C -3.8607 -4.8175 1.6165 -0.2228
C -4.2216 -4.5650 0.2994 -0.2455
C -3.6221 -3.5164 -0.3790 -0.1463
C -2.6565 -2.6949 0.2183 -0.4582
Si -1.9206 -1.2729 -0.8314 0.6704
C -3.4522 -0.1973 -1.2318 -1.0888
C -1.4350 -2.0273 -2.5011 -1.0947
H -2.4790 -1.9487 4.5629 0.2168
H -2.7767 -0.5026 3.5958 0.2170
H -1.3489 -0.5870 4.6346 0.2202
H -0.3649 -3.8902 3.9595 0.2140
H 0.9040 -2.6606 3.9682 0.2199
H 0.7217 -3.7292 2.5746 0.2276
H -2.6373 -4.2286 3.2566 0.1940
H -4.3188 -5.6340 2.1627 0.2017
H -4.9636 -5.1825 -0.1935 0.2009
H -3.9149 -3.3331 -1.4096 0.1818
H -4.2578 -0.8081 -1.6517 0.2245
H -3.2284 0.5858 -1.9642 0.2004
H -3.8420 0.2767 -0.3251 0.2099
H -2.2826 -2.5109 -2.9968 0.2124
H -0.6492 -2.7753 -2.3704 0.2330
H -1.0405 -1.2581 -3.1710 0.2260
C 3.3642 0.6491 -6.9945 -0.6099
C 4.5318 1.6320 -7.0511 -0.3946
C 5.2427 1.8733 -5.7202 -0.4188
C 4.3661 2.4802 -4.6206 -0.2320
N 3.4676 1.5475 -3.9565 -0.6281
C 3.8427 0.5228 -3.1400 0.2914
S 2.7423 -0.6689 -2.7454 -0.2540
N 5.1080 0.5852 -2.6673 -0.6273
C 5.7034 -0.3689 -1.7430 -0.2270
C 6.7614 -1.2752 -2.3644 -0.4006
C 6.2338 -2.3845 -3.2762 -0.4011
C 5.8181 -1.9275 -4.6706 -0.6107
H 3.0545 0.3620 -7.9997 0.2176
H 2.4868 1.0777 -6.5071 0.1918
H 3.6305 -0.2607 -6.4525 0.2155
H 4.1852 2.5914 -7.4489 0.1940
H 5.2735 1.2621 -7.7631 0.2081
H 6.0859 2.5491 -5.8909 0.2106
H 5.6657 0.9301 -5.3605 0.2076
H 3.7443 3.2747 -5.0375 0.2146
H 4.9891 2.9677 -3.8641 0.1882
H 2.5625 1.3865 -4.3662 0.4185
H 5.7276 1.2737 -3.0609 0.3900
H 4.8861 -0.9608 -1.3328 0.2455
H 6.1520 0.1994 -0.9229 0.1842
H 7.3084 -1.7312 -1.5343 0.2129
H 7.4941 -0.6642 -2.9067 0.1887
H 5.3867 -2.8735 -2.7878 0.2148
H 7.0159 -3.1417 -3.3731 0.2018
H 4.9290 -1.2978 -4.6364 0.2104
H 5.5794 -2.7848 -5.3015 0.2159
H 6.6253 -1.3724 -5.1576 0.1896
```

Summary:
molar mass	634.37	g/mol
charge	0
HOMO energy	-5.67	eV
energy above the lowest of the compared OMol25 structures with the same formula, charge and spin	0.0000	eV
spin multiplicity	1
LUMO	0.09	eV
calculated total energy	-115955.788	eV
F_max	0.002	Eh/bohr
gap between HOMO and LUMO	5.76	eV

=====

No. 2
Molecular formula: C4H8OS
Method: DFT, the ωB97M-V functional and the def2-TZVPD basis

Structure (XYZ):
```
14
Properties=species:S:1:pos:R:3:nbo_charge:R:1
C 2.7259 0.9601 0.3022 -0.4746
C -1.9316 1.1209 0.2288 -0.3997
C -0.7272 -0.9499 -0.4680 -0.1002
C -0.8004 0.4997 -0.0511 -0.2029
O -1.2784 -1.8409 0.4757 -0.7107
S 3.6849 -0.2878 -0.1570 0.2351
H 3.2754 1.8926 0.1132 0.1444
H 2.8324 -1.2918 0.1577 0.1020
H -2.8931 0.6346 0.1501 0.1759
H -1.9498 2.1522 0.5416 0.2022
H -1.2241 -1.0781 -1.4429 0.1640
H 0.3130 -1.2595 -0.5780 0.1741
H 0.1490 1.0062 0.0421 0.2262
H -2.1761 -1.5582 0.6857 0.4641
```

Summary:
molar mass	104.17	g/mol
charge	0
HOMO energy	-9.03	eV
energy above the lowest of the compared OMol25 structures with the same formula, charge and spin	4.2131	eV
spin multiplicity	1
LUMO	-0.28	eV
calculated total energy	-17156.237	eV
F_max	0.011	Eh/bohr
gap between HOMO and LUMO	8.74	eV

=====

No. 3
Molecular formula: C19H22N5O4PtS2
Method: DFT, the ωB97M-V functional and the def2-TZVPD basis

Structure (XYZ):
```
53
Properties=species:S:1:pos:R:3:nbo_charge:R:1
Pt 1.0242 -0.4665 0.0073 1.1966
C 3.1441 -2.5142 4.9200 -0.6209
C 3.2820 -3.3457 3.6446 -0.2153
N 3.8144 -2.5927 2.5453 -0.6081
C 3.0828 -1.7312 1.7883 0.2759
S 1.3356 -1.6780 2.0090 -0.2309
N 3.7315 -1.0032 0.9294 -0.4191
N 2.9834 -0.2709 0.0970 -0.3149
C 3.5462 0.5173 -0.8321 0.1492
C 5.0338 0.7117 -0.8640 -0.6638
C 2.6570 1.1060 -1.7430 0.0894
C 3.0313 2.0514 -2.7295 -0.2407
C 2.0928 2.5696 -3.5713 -0.1921
C 0.7465 2.1639 -3.4474 -0.3538
C 0.4251 1.2557 -2.4620 0.0990
N 1.3208 0.7315 -1.6413 -0.5232
H 2.8018 -3.1389 5.7409 0.1986
H 2.4232 -1.7208 4.7506 0.2267
H 4.0970 -2.0639 5.1897 0.1933
H 2.2969 -3.7074 3.3416 0.2209
H 3.9396 -4.2023 3.8217 0.1867
H 4.8120 -2.4999 2.4518 0.3926
H 5.4711 0.0623 -0.1100 0.2525
H 5.2996 1.7469 -0.6449 0.2107
H 5.4416 0.4509 -1.8410 0.2134
H 4.0644 2.3630 -2.7817 0.2083
H 2.3676 3.2968 -4.3219 0.2010
H -0.0138 2.5606 -4.0996 0.2092
H -0.5954 0.9262 -2.3201 0.2184
C -6.9569 2.3555 -1.2962 -0.6244
C -5.6148 1.8613 -0.8378 -0.0208
C -5.4561 0.5432 -0.4251 -0.2275
C -4.2380 0.0962 0.0563 -0.1313
C -3.1584 0.9588 0.1104 -0.3336
C -3.2939 2.2644 -0.3205 -0.1779
C -4.5193 2.7143 -0.7844 -0.2245
S -1.5998 0.3706 0.8263 2.3093
O -0.6916 1.5088 0.8108 -0.9780
O -1.9786 -0.1477 2.1231 -0.9608
N -1.0197 -0.7008 -0.2059 -0.9614
C -1.4057 -2.0698 -0.0230 -0.3652
C -0.4138 -3.0386 -0.7661 0.7749
O -0.8286 -4.1615 -1.0121 -0.6923
O 0.7190 -2.5731 -1.0518 -0.6635
H -7.5138 1.5591 -1.7860 0.2123
H -6.8527 3.1904 -1.9861 0.2110
H -7.5390 2.6954 -0.4380 0.2151
H -6.3015 -0.1292 -0.4714 0.2025
H -4.1167 -0.9159 0.4070 0.2217
H -2.4329 2.9122 -0.2682 0.2411
H -4.6347 3.7421 -1.0997 0.2030
H -2.4061 -2.2625 -0.4322 0.1955
H -1.4045 -2.3530 1.0423 0.2153
```

Summary:
molar mass	643.63	g/mol
charge	-1
HOMO energy (alpha / beta)	-2.81 / -4.67	eV
energy above the lowest of the compared OMol25 structures with the same formula, charge and spin	0.4363	eV
spin multiplicity	3
LUMO (alpha / beta)	2.60 / 1.70	eV
calculated total energy	-60619.162	eV
F_max	0.039	Eh/bohr
gap between HOMO and LUMO (alpha / beta)	5.41 / 6.36	eV

=====

No. 4
Molecular formula: C5H7NO
Method: DFT, the ωB97M-V functional and the def2-TZVPD basis

Structure (XYZ):
```
14
Properties=species:S:1:pos:R:3:nbo_charge:R:1
C -2.2743 0.2056 -0.0340 -0.6391
C -0.8706 0.0934 -0.2710 0.0394
C -0.5183 -1.1181 0.3792 -0.1884
O 0.9210 -1.0638 0.5725 -0.4603
C 1.3169 0.0256 -0.0893 0.5555
N 2.6536 0.2956 -0.0187 -0.8002
C 0.3059 0.7330 -0.7174 -0.4432
H -1.8389 -1.0482 0.8144 0.2568
H -2.9543 0.6223 -0.7814 0.2058
H -2.5236 0.5279 0.9749 0.2320
H -0.7227 -2.0347 -0.1755 0.2170
H 3.1510 -0.1822 0.7184 0.4005
H 2.9282 1.2553 -0.1624 0.3945
H 0.4260 1.6884 -1.2096 0.2297
```

Summary:
molar mass	97.12	g/mol
charge	0
HOMO energy	-7.65	eV
energy above the lowest of the compared OMol25 structures with the same formula, charge and spin	4.3922	eV
spin multiplicity	1
LUMO	0.83	eV
calculated total energy	-8831.811	eV
F_max	0.006	Eh/bohr
gap between HOMO and LUMO	8.49	eV